# 1
A 2-piece molecular cluster, C6H12 overall, computed with ωB97M-V/def2-TZVPD.

Last column: natural (NBO) charge in e.
Geometry (Å):
C (0.78799, -0.82867, 1.42174)  -0.4230
C (-1.51718, 1.98109, 0.31208)  -0.3904
C (1.50791, -0.06208, 0.34571)  -0.4274
C (-1.41954, 2.25745, -0.98457)  -0.3901
C (-0.04648, -1.76834, -0.86280)  -0.6032
C (1.08120, -1.48066, 0.10066)  -0.2262
H (0.95639, 0.71988, -0.17001)  0.2180
H (1.35203, -1.14128, 2.29639)  0.2128
H (-0.83078, -1.00696, -0.77477)  0.2067
H (1.87705, -2.22366, 0.10606)  0.2071
H (0.30643, -1.76509, -1.90069)  0.2073
H (-0.50225, -2.74515, -0.66306)  0.2071
H (-0.84745, 2.42495, 1.04625)  0.1981
H (-2.08616, 1.81108, -1.71972)  0.1951
H (-0.24546, -0.55887, 1.62907)  0.2076
H (-0.66926, 2.94655, -1.36584)  0.1949
H (-2.26868, 1.29409, 0.69507)  0.1940
H (2.56424, 0.14566, 0.48845)  0.2115

Computed properties:
2S+1   1
SMILES   CC1CC1.C=C
Calculated total energy   -235.7413 hartree

***

# 2
One molecule with the formula C6H12, computed with ωB97M-V/def2-TZVPD.

Last column: natural (NBO) charge in e.
Geometry (Å):
C (1.31277, -0.40224, 0.55640)  -0.4515
C (0.00086, 0.14918, 0.07463)  0.0706
C (-0.01392, 1.20711, -0.73272)  -0.4575
C (2.47416, 0.37777, 0.17862)  -0.6084
C (-1.26594, -0.68554, 0.48807)  -0.4350
C (-2.48581, -0.59316, -0.55357)  -0.6069
H (1.43514, -1.46957, 0.38539)  0.2122
H (-2.77915, 0.46480, -0.49308)  0.2011
H (0.88281, 1.62394, -1.02193)  0.1914
H (-3.26566, -1.26256, -0.23145)  0.2075
H (-2.30002, -0.86132, -1.60458)  0.2139
H (-0.87599, -1.74169, 0.40390)  0.2083
H (2.50662, 0.32923, -0.89815)  0.2062
H (3.36470, 0.06085, 0.71056)  0.2207
H (2.21711, 1.50688, 0.32438)  0.2048
H (-1.55599, -0.28450, 1.47500)  0.2201
H (1.16598, -0.44943, 1.66836)  0.2049
H (-0.92823, 1.76462, -0.78698)  0.1976

Computed properties:
2S+1   1
SMILES   C=C(CC)CC
Calculated total energy   -235.7510 hartree

***

# 3
A 2-piece molecular cluster, C6H12 overall, computed with ωB97M-V/def2-TZVPD.

Last column: natural (NBO) charge in e.
Geometry (Å):
C (-0.27128, -0.72694, -0.32037)  -0.2988
C (-0.80781, 0.29625, 0.37048)  -0.0770
C (1.16252, -1.15922, -0.30128)  -0.4350
C (-2.30640, 0.57318, 0.29107)  -0.6363
C (-0.04582, 1.13629, 1.22128)  -0.4098
C (1.97564, -0.41277, -1.35411)  -0.6004
H (-2.46685, 1.22353, -0.56365)  0.2253
H (3.06579, -0.42159, -1.27296)  0.2047
H (-0.52388, 1.98240, 1.70075)  0.2127
H (1.02141, 1.25771, 1.09085)  0.2142
H (-2.62221, 1.00535, 1.23844)  0.2085
H (-0.94641, -1.07573, -1.09997)  0.1891
H (1.68446, -0.61373, -2.38649)  0.2060
H (-0.62792, -0.27152, 2.10197)  0.1689
H (1.21624, -2.24554, -0.33798)  0.2124
H (1.76304, 0.65779, -1.24665)  0.1959
H (1.53622, -0.81945, 0.67134)  0.1964
H (-2.80674, -0.38601, 0.19727)  0.2233

Computed properties:
2S+1   1
Calculated total energy   -235.6502 hartree

***

# 4
C6H12 as an isolated structure, computed with ωB97M-V/def2-TZVPD.

Last column: natural (NBO) charge in e.
Geometry (Å):
C (0.87710, -0.99132, -0.72811)  -0.4703
C (0.07101, 1.94966, 0.24697)  -0.6590
C (-0.94861, -1.06484, 1.03015)  -0.6193
C (-0.44810, 1.09902, -0.89813)  -0.2671
C (0.00691, -0.03661, -1.46434)  -0.2346
C (0.58216, -1.19345, 0.77844)  -0.4165
H (1.37668, -0.04364, -1.27828)  0.3094
H (0.48138, 2.90166, -0.18412)  0.2225
H (-1.26274, -0.15924, 1.56641)  0.2073
H (-1.34006, 1.43604, -1.35419)  0.2023
H (-0.21978, -0.29082, -2.48698)  0.2197
H (0.96299, -2.16612, 1.16380)  0.2192
H (-1.45539, -1.05391, 0.06665)  0.2173
H (-1.36151, -1.92003, 1.56119)  0.2081
H (1.11597, -0.46550, 1.39506)  0.2015
H (0.90608, 1.51400, 0.83347)  0.2124
H (-0.72865, 2.28309, 0.96439)  0.2200
H (1.38456, -1.79800, -1.21239)  0.2272

Computed properties:
2S+1   1
Calculated total energy   -235.6773 hartree

***

# 5
One molecule with the formula C6H12, computed with ωB97M-V/def2-TZVPD.

Last column: natural (NBO) charge in e.
Geometry (Å):
C (2.59621, 0.59971, 0.01437)  -0.6058
C (-2.39449, -0.31478, -0.00353)  -0.1511
C (-2.62426, 0.98090, -0.05408)  -0.4245
C (1.58587, -0.56397, -0.07520)  -0.3961
C (-0.97515, -1.00929, -0.01864)  -0.4280
C (0.18203, -0.01972, -0.10510)  -0.3951
H (-3.67829, 1.27062, 0.09877)  0.1981
H (-0.91494, -1.75837, -0.74785)  0.2059
H (2.51733, 1.24165, -0.85867)  0.2029
H (2.52052, 1.21759, 0.94013)  0.2063
H (-3.22202, -1.02768, 0.05341)  0.1956
H (-0.89107, -1.55954, 0.95872)  0.2035
H (0.03230, 0.63301, -0.94021)  0.1967
H (1.68524, -1.15644, 0.86002)  0.1952
H (3.67151, 0.24231, 0.09347)  0.2080
H (1.75960, -1.18967, -0.95027)  0.1996
H (-1.92666, 1.76822, -0.07592)  0.1977
H (0.07627, 0.64546, 0.81057)  0.1910

Computed properties:
2S+1   1
SMILES   C=CCCCC
Calculated total energy   -235.7718 hartree

***

# 6
A 2-piece molecular cluster, C6H12 overall, computed with ωB97M-V/def2-TZVPD.

Last column: natural (NBO) charge in e.
Geometry (Å):
C (2.31337, -1.89034, 0.19100)  -0.3983
C (-0.20058, 0.81288, -1.00176)  -0.5578
C (-0.28993, 0.02193, 0.64831)  -0.1633
C (-1.79689, 0.10650, 1.06749)  -0.6368
C (-0.65608, 2.14970, -0.87020)  0.0698
C (1.15753, -2.56434, 0.27349)  -0.1454
H (0.64411, -2.36790, -0.70210)  0.2052
H (3.15925, -2.10128, -0.46111)  0.2433
H (-1.79870, 0.31037, 2.13795)  0.2564
H (-2.01662, 0.93407, 0.42663)  0.2064
H (-2.49038, -0.72959, 0.92789)  0.2581
H (2.41666, -1.04403, 0.87965)  0.2096
H (0.14829, 2.87333, -0.78387)  0.2265
H (0.30306, 0.84831, 1.06101)  0.2049
H (0.89610, 0.77678, -1.19995)  0.2617
H (0.41377, -0.77057, 0.35534)  0.2479
H (-1.61354, 2.52303, -1.22458)  0.2332
H (-0.58940, 0.11117, -1.72519)  0.2784

Computed properties:
2S+1   2
⟨S²⟩   0.7734
Net charge   +1
Calculated total energy   -235.2242 hartree

***

> Which value of calculated total energy does entry 2 give?

-235.7510 hartree